This record from the OMol25 dataset describes C12H28AgN5O7 as an isolated structure. The level of theory is ωB97M-V/def2-TZVPD.

## Properties
Lowest unoccupied orbital energy = 0.617 eV
Frontier orbital gap = 8.118 eV
F_max = 1.2 eV/A

Geometry as XYZ:
```
53
Properties=species:S:1:pos:R:3:forces:R:3
Ag 14.45228 -25.22269 17.17050 0.0 0.0 -0.2
N 17.14264 -25.45008 18.05570 -0.1 0.3 -0.3
O 18.20878 -26.05911 18.03414 -0.2 0.2 0.0
O 16.37510 -25.50015 19.04986 0.2 -0.1 -0.2
O 16.77911 -24.73686 17.05204 0.4 -0.5 0.5
C 12.44990 -25.78983 20.55044 0.1 0.4 -0.1
C 12.52965 -26.88438 19.52299 0.4 0.2 0.1
O 13.03137 -26.72121 18.42427 -0.2 -0.2 -0.3
N 12.06800 -28.08829 19.92301 -0.4 0.1 0.4
C 12.16741 -29.27542 19.13131 0.6 -0.6 -0.5
H 13.30180 -25.87333 21.22753 -0.1 -0.2 0.1
H 11.50775 -25.80684 21.09826 0.1 -0.1 0.1
H 12.56440 -24.83146 20.04754 -0.1 -0.1 -0.1
H 11.70010 -28.14802 20.85603 0.0 -0.1 0.0
H 12.27564 -29.00036 18.08276 -0.2 0.1 0.0
H 11.30706 -29.92955 19.25643 -0.2 0.2 0.0
H 13.06160 -29.86775 19.36824 -0.1 0.1 0.1
C 15.35227 -22.14436 18.37196 -0.3 0.3 0.4
C 13.86502 -22.34293 18.50266 0.2 -0.1 0.2
O 13.33203 -23.42129 18.26037 -0.3 0.0 -0.1
N 13.13706 -21.30714 18.98184 -0.3 -0.1 -0.4
C 11.70351 -21.40392 19.20147 -0.1 0.7 0.8
H 15.67933 -21.31078 18.99692 0.0 0.0 -0.1
H 15.63672 -21.96673 17.33849 0.0 -0.1 -0.1
H 15.82509 -23.05871 18.72776 0.1 -0.1 -0.2
H 13.54085 -20.38752 18.97125 0.2 -0.1 0.2
H 11.50195 -21.40990 20.28060 0.0 -0.2 -0.1
H 11.27020 -22.28809 18.75615 0.2 -0.1 -0.2
H 11.20304 -20.50780 18.83119 0.0 -0.1 -0.3
C 13.76247 -29.13629 15.17315 -0.1 0.0 -0.1
C 14.84073 -28.66052 16.12026 0.1 0.2 0.0
O 15.04179 -27.47762 16.32126 0.0 0.1 0.1
N 15.58197 -29.62487 16.71483 -0.3 -0.3 -0.1
C 16.54347 -29.34974 17.76306 0.1 0.3 0.1
H 12.78528 -28.77720 15.49830 0.1 0.0 0.3
H 13.74240 -30.22333 15.09264 -0.1 0.0 -0.1
H 13.90403 -28.67662 14.19525 0.2 -0.1 0.0
H 15.39531 -30.57126 16.43804 0.0 -0.1 0.2
H 16.08258 -29.28333 18.75351 -0.1 0.0 -0.1
H 17.01696 -28.38638 17.56915 0.1 -0.1 0.0
H 17.28946 -30.13989 17.79655 0.1 0.0 -0.1
C 13.94875 -22.38446 14.61556 -0.5 -0.3 0.0
C 14.11360 -23.75120 13.96763 0.8 0.8 -0.1
O 14.34094 -24.76704 14.59329 -0.4 -0.3 0.3
N 14.14762 -23.74213 12.61051 -0.4 -0.6 -0.3
C 14.35045 -24.97375 11.86780 0.2 -0.2 -0.1
H 14.92270 -21.93407 14.79609 0.1 0.0 -0.2
H 13.45511 -22.49113 15.58198 0.0 -0.1 0.0
H 13.33987 -21.73713 13.98252 0.1 0.1 0.1
H 14.01284 -22.90754 12.07243 -0.1 0.2 0.3
H 13.69289 -25.77939 12.19563 0.0 0.2 0.3
H 15.37695 -25.32995 11.97647 0.0 0.0 0.0
H 14.13297 -24.81126 10.81327 0.1 0.2 0.0
```
Forces are in eV/Å.

Atomic partial charges in e from the natural (NBO) method, atoms 1 to 6: 0.917, 0.706, -0.474, -0.565, -0.622, -0.722



This record from the OMol25 dataset describes a 3-piece molecular cluster, C12H28BBrNO3 overall. The level of theory is ωB97M-V/def2-TZVPD.

## Properties
Lowest unoccupied orbital energy = 2.494 eV
Frontier orbital gap = 6.853 eV
F_max = 2.7 eV/A
Total charge = -1

Geometry as XYZ:
```
46
Properties=species:S:1:pos:R:3:forces:R:3
N 1.95694 2.17656 -0.12105 -0.5 -0.7 0.8
C 0.72305 1.47236 -0.63925 -1.2 0.0 1.1
C 0.90156 0.71598 -2.08089 0.3 1.2 -1.0
O 0.28459 -0.64712 -2.12862 -0.1 1.1 1.8
C 2.43879 0.61985 -2.63867 -0.6 0.9 -1.3
B 3.26483 -0.72933 -2.19003 -0.1 0.9 0.7
C 3.08165 -1.17293 -0.61815 0.2 -2.0 1.3
C 3.24310 -2.83765 -0.59479 -0.6 0.3 -0.2
C 1.82633 -3.58241 -1.07256 1.8 0.0 -1.2
Br 0.52216 -3.41283 0.46217 0.4 -0.3 -0.9
H 2.46565 1.44704 0.44796 -0.5 1.4 -0.8
H 1.69162 2.98797 0.49546 0.2 -1.5 -0.8
H -0.14584 2.29143 -0.64355 1.8 -1.9 -0.3
H 0.40427 0.69844 0.21185 0.3 1.2 -2.0
H 0.27519 1.35497 -2.87121 1.1 -1.4 1.7
H 0.06860 -0.95780 -1.19524 0.6 0.8 -1.6
H 3.10683 1.56653 -2.41550 -1.8 -1.5 -0.2
H 2.35597 0.57298 -3.82886 0.0 0.3 2.3
H 3.07607 -1.67409 -2.89410 -0.5 -0.6 -0.5
H 4.42675 -0.46909 -2.32912 0.9 0.1 -0.2
H 2.02834 -0.95904 -0.15597 1.9 -0.2 -0.4
H 3.95519 -0.77009 0.06690 -1.9 -0.6 -1.0
H 3.52783 -3.21307 0.47718 -0.5 0.4 -2.0
H 4.07630 -3.12732 -1.38511 -1.7 0.5 1.7
H 2.00467 -4.72464 -1.36555 -0.6 2.4 1.1
H 1.33709 -3.06989 -2.00631 1.0 -0.7 2.1
C -4.02717 -3.12658 1.09140 0.1 -0.1 0.5
C -3.30334 -1.85844 0.72537 1.1 0.9 1.0
O -2.59924 -1.26660 1.54187 -1.0 -0.8 -1.0
C -3.47443 -1.34241 -0.67834 0.3 0.4 0.1
H -3.81134 -3.37927 2.13494 0.0 0.1 -0.2
H -5.10521 -2.98380 0.98183 0.0 -0.1 -0.2
H -3.68508 -3.94651 0.45502 -0.2 0.1 -0.1
H -4.52773 -1.12029 -0.86680 0.0 -0.2 -0.1
H -3.10764 -2.08284 -1.39367 -0.2 0.0 0.0
H -2.89468 -0.42111 -0.79944 -0.1 -0.2 0.0
C -0.72372 4.29816 3.48230 0.4 0.2 -0.2
C -1.36497 3.74866 2.23612 0.7 0.1 -1.6
O -0.81985 3.85230 1.13849 -0.8 0.0 1.6
C -2.69909 3.06750 2.38494 -0.1 -0.1 -0.5
H 0.23414 4.76167 3.22331 -0.2 -0.1 0.0
H -1.37045 5.05767 3.92887 0.0 -0.2 0.1
H -0.53978 3.48886 4.19327 -0.2 0.1 0.1
H -3.43372 3.77204 2.78271 0.0 -0.1 0.2
H -2.60319 2.20325 3.04701 -0.1 0.1 0.1
H -3.04103 2.72098 1.40382 0.1 0.1 0.2
```
Forces are in eV/Å.

Atomic partial charges in e from the natural (NBO) method, atoms 1 to 6: -0.861, -0.254, 0.102, -0.770, -0.651, -0.162



This record from the OMol25 dataset describes a 2-piece molecular cluster, C12H28BrN3O5P overall. The level of theory is ωB97M-V/def2-TZVPD.

## Properties
Lowest unoccupied orbital energy = -4.993 eV
Frontier orbital gap = 5.662 eV
F_max = 0.5 eV/A
Total charge = +1

Geometry as XYZ:
```
50
Properties=species:S:1:pos:R:3:forces:R:3
O 6.89031 0.42319 -4.16610 0.0 0.0 -0.1
P 6.27527 0.10084 -2.88660 0.4 0.0 -0.3
N 4.55298 0.56009 -2.86572 0.1 0.0 0.3
C 4.15327 1.77454 -2.67754 -0.1 0.2 -0.2
N 5.08740 2.76029 -2.34213 -0.1 -0.2 0.0
C 4.65434 3.33534 -1.03335 -0.2 0.1 0.1
O 3.29292 3.66912 -1.03066 0.0 -0.1 0.2
C 2.49705 2.52360 -1.25719 0.3 0.2 -0.2
C 1.03913 2.85439 -1.05669 0.0 -0.1 0.1
C 0.05891 1.85810 -1.68019 -0.1 0.3 0.2
C 0.33629 0.42383 -1.28673 -0.3 -0.2 0.0
Br -0.89028 -0.76978 -2.20704 0.1 0.0 -0.1
N 2.78615 2.05026 -2.67056 0.2 -0.3 0.2
H 6.75098 0.76485 -1.75869 -0.2 0.0 0.2
H 6.16013 -1.25027 -2.54370 -0.2 0.0 0.1
H 3.82647 -0.10511 -3.11389 -0.1 -0.1 0.0
H 5.05935 3.48847 -3.05481 0.2 0.1 0.0
H 4.86289 2.58247 -0.27165 0.0 -0.1 0.1
H 5.23266 4.22653 -0.82642 0.0 0.1 -0.1
H 2.84710 1.72903 -0.59200 -0.1 -0.2 0.0
H 0.88699 3.86563 -1.42904 -0.2 0.1 -0.1
H 0.86761 2.89468 0.01892 0.1 0.1 0.1
H -0.93463 2.10956 -1.31229 -0.1 0.1 -0.1
H 0.01802 1.98144 -2.75959 0.1 -0.2 -0.1
H 0.15209 0.25047 -0.23015 0.1 0.0 0.1
H 1.33268 0.08560 -1.54012 0.1 0.0 -0.1
H 2.63048 2.86002 -3.26904 -0.2 0.1 0.0
C -3.48632 -4.97345 3.23122 -0.1 0.0 0.1
O -3.69750 -3.58680 3.39567 0.1 0.1 -0.3
C -2.57406 -2.85543 3.84239 -0.1 -0.1 0.2
C -2.35711 -1.58892 3.04277 0.0 0.1 0.1
O -1.98231 -1.78518 1.68942 0.2 0.1 -0.1
C -2.97031 -2.17370 0.74554 0.0 -0.2 0.0
C -3.98315 -1.10994 0.38760 -0.2 0.0 -0.1
O -4.89116 -0.85483 1.44056 0.3 0.0 0.2
C -5.21926 0.50247 1.63247 -0.1 -0.1 -0.1
H -3.57927 -5.50449 4.18375 0.1 0.0 0.0
H -4.25060 -5.34429 2.54918 0.0 0.0 0.0
H -2.50380 -5.18155 2.79646 0.0 0.0 0.0
H -1.66829 -3.46975 3.80462 0.0 0.0 -0.1
H -2.73790 -2.56223 4.88755 0.1 0.0 0.0
H -1.50109 -1.08084 3.49569 0.0 0.0 0.0
H -3.21482 -0.92003 3.13076 -0.1 -0.1 -0.1
H -3.46558 -3.09969 1.04119 -0.1 0.1 0.1
H -2.40398 -2.38001 -0.16532 0.0 0.0 0.0
H -4.54715 -1.47145 -0.48279 0.1 0.1 -0.1
H -3.45811 -0.19315 0.09307 0.0 0.0 0.0
H -4.33709 1.14589 1.54032 0.0 0.0 0.0
H -5.61643 0.60584 2.64131 0.0 0.0 0.0
H -5.98126 0.83432 0.91952 0.0 0.1 0.0
```
Forces are in eV/Å.

Atomic partial charges in e from the natural (NBO) method, atoms 1 to 6: -0.996, 1.651, -0.755, 0.783, -0.698, 0.074



This record from the OMol25 dataset describes one molecule with the formula C12H28ClO4P. The level of theory is ωB97M-V/def2-TZVPD.

## Properties
Lowest unoccupied orbital energy = 0.621 eV
Structure (SMILES) = CCOCCOCCOC[PH2](CCO)C[C@@H](C)Cl
Frontier orbital gap = 9.009 eV
F_max = 3.0 eV/A

Geometry as XYZ:
```
46
Properties=species:S:1:pos:R:3:forces:R:3
C 4.35961 3.66212 0.62872 0.5 0.0 -0.4
C 5.03594 2.31474 -0.07816 0.6 1.5 1.1
O 4.55459 1.06998 0.54270 0.7 0.1 -2.6
C 4.74814 -0.09779 -0.35259 -1.1 -1.2 0.4
C 3.34259 -0.98596 -0.22556 -0.2 1.8 -0.7
O 3.10878 -1.46236 1.14646 -0.7 -1.2 -2.0
C 2.11595 -2.54618 1.20420 -1.6 -0.6 1.1
C 0.84437 -2.38277 0.18258 0.2 -0.2 -0.1
O -0.41106 -3.01530 0.70834 1.0 1.2 -2.0
C -1.47961 -2.63671 -0.27519 0.9 -1.4 0.1
P -2.28700 -0.96165 0.29368 1.0 0.3 0.0
C -1.67162 -0.02017 -1.24902 -0.5 2.0 -1.5
C -2.29652 -0.54270 -2.67699 1.4 -0.6 -0.6
O -2.37719 0.58522 -3.66315 -1.2 -0.9 2.3
C -3.04427 0.60361 1.10841 -1.5 1.1 1.0
C -4.64200 0.84848 0.71590 0.4 0.3 2.9
C -5.30681 1.56215 2.07402 0.2 -0.3 0.4
Cl -4.88745 1.96565 -0.74895 0.3 -1.1 1.0
H 4.22033 3.54791 1.78505 0.3 0.1 -2.3
H 3.33758 3.95221 0.13438 1.9 -0.7 1.0
H 5.11458 4.56183 0.41627 -1.7 -2.0 0.5
H 6.20039 2.39469 0.16505 -2.3 -0.2 -0.9
H 4.81473 2.41170 -1.22566 0.5 -0.6 2.1
H 5.65620 -0.79097 -0.01998 -1.8 1.7 -0.6
H 4.87290 0.22337 -1.48973 -0.3 -0.6 2.4
H 3.30495 -1.81373 -1.05313 0.3 1.3 1.7
H 2.47315 -0.20028 -0.45356 1.9 -1.6 0.2
H 1.66274 -2.53637 2.30473 1.1 0.1 -2.3
H 2.56596 -3.62561 1.05668 -0.5 2.2 0.1
H 1.15670 -2.93773 -0.82706 -0.9 1.4 1.9
H 0.57559 -1.25745 0.00644 0.9 -2.0 0.2
H -0.93756 -2.55820 -1.30913 -1.4 -0.5 1.6
H -2.29562 -3.47356 -0.20438 1.6 1.3 -0.4
H -1.43041 -1.07037 1.48254 -0.3 -0.1 -0.7
H -3.58317 -1.65409 0.28316 0.5 0.7 0.0
H -2.03137 1.11219 -1.13213 0.8 -2.5 -0.3
H -0.50997 0.02772 -1.38003 -2.1 -0.3 0.5
H -1.49263 -1.29100 -3.14413 -1.9 1.7 0.9
H -3.29468 -1.14699 -2.58735 1.7 1.4 0.0
H -3.07234 1.21161 -3.30445 1.1 -1.1 -0.5
H -3.04882 0.41303 2.28681 -0.1 0.2 -2.4
H -2.38716 1.58323 0.96615 -1.5 -2.0 0.2
H -5.22437 -0.16070 0.57772 1.3 2.0 -0.2
H -6.25226 2.20912 1.83532 1.8 -1.3 0.4
H -4.49575 2.21066 2.66162 -1.8 -1.3 -1.6
H -5.60618 0.69742 2.83341 0.6 1.8 -1.7
```
Forces are in eV/Å.

Atomic partial charges in e from the natural (NBO) method, atoms 1 to 6: -0.645, -0.073, -0.561, -0.088, -0.095, -0.546